A structure of composition C49H44As2Cl2N7O2Sn. Source: the Open Molecules 2025 dataset; level of theory: the ωB97M-V functional and the def2-TZVPD basis.

## Properties
Kohn-Sham gap, hartree: 0.2547
Net charge: +1
E_HOMO, eV: -9.6
Molecular weight, Da: 1102.40
E_tot, Ha: -8033.4891
LUMO, Ha: -0.09839
Energy relative to the best compared isomer or geometry (same formula, charge and spin), kcal per mole: 0.00

Last column: Mulliken charge in e.
Geometry (Å):
1 Sn 1.010 -0.379 -0.183  1.1092
2 As 2.085 2.687 0.902  1.0719
3 As -1.148 1.844 0.573  1.7112
4 Cl -4.819 -0.805 -5.383  -0.1999
5 Cl -3.432 -5.184 -2.504  -0.2066
6 O -0.733 -1.466 -0.181  -0.4946
7 O -2.632 -2.557 -0.419  -0.5457
8 N 3.803 -0.677 0.303  0.4238
9 N 2.736 -5.399 0.632  -0.5947
10 N 5.461 -2.178 0.495  -0.7335
11 N 1.002 -0.472 2.172  0.7419
12 N -3.026 -3.008 -4.640  0.0569
13 N 1.888 -2.755 0.430  0.7286
14 N 5.953 -0.930 0.410  0.1558
15 C 3.406 3.599 -3.554  -0.5574
16 C 2.663 3.127 -0.905  0.5234
17 C 4.959 -0.044 0.292  -0.5527
18 C -4.144 -2.911 -3.823  -1.2475
19 C -2.306 0.582 4.980  -0.2577
20 C -1.063 -4.342 -5.015  -0.5814
21 C 4.163 -1.979 0.419  0.1332
22 C 4.254 2.493 2.759  -0.4179
23 C -4.296 1.723 -2.171  -0.3841
24 C 0.742 4.104 1.198  -1.3936
25 C 5.670 4.267 3.541  -0.5527
26 C -4.422 -3.787 -2.770  0.9108
27 C -1.071 -2.778 -3.174  0.2032
28 C -0.664 3.758 0.702  -1.4335
29 C -6.407 -2.571 -2.184  -0.5368
30 C -2.896 2.023 -0.233  0.1487
31 C 4.977 5.168 2.744  -0.7371
32 C 1.016 -3.758 0.537  -0.8722
33 C -1.050 1.996 3.495  -0.0806
34 C 0.224 -4.734 -4.706  -0.7499
35 C -0.260 -2.272 4.844  -1.0659
36 C 0.866 -4.181 -3.605  -0.9142
37 C 2.112 3.196 -3.257  -0.9412
38 C -1.726 -3.380 -4.255  0.0607
39 C -5.080 -1.894 -4.049  0.9489
40 C 4.326 3.766 -2.531  -0.8371
41 C 3.185 -3.073 0.460  -0.0731
42 C -2.547 0.346 2.599  -0.3248
43 C -1.638 1.381 2.396  -0.0505
44 C -1.383 1.599 4.784  -0.8492
45 C -1.734 -1.919 -0.906  0.1012
46 C -5.354 2.305 -1.493  -0.7194
47 C -2.883 -0.045 3.886  -1.0075
48 C 3.927 4.731 1.952  -0.2882
49 C 0.818 -1.204 4.661  -0.5728
50 C 3.957 3.534 -1.212  -0.4330
51 C -6.201 -1.722 -3.260  -0.5703
52 C -5.517 -3.602 -1.943  -0.5947
53 C -3.067 1.583 -1.540  -0.3857
54 C 3.598 -4.401 0.542  -0.3375
55 C -5.188 2.749 -0.188  -0.7372
56 C 3.557 3.388 1.953  -0.0201
57 C 0.214 -3.216 -2.860  -0.4105
58 C 5.309 2.929 3.549  -0.6516
59 C -3.963 2.607 0.444  -0.4486
60 C 1.746 2.956 -1.942  -0.0537
61 C 1.451 -5.073 0.642  -0.5591
62 C 0.931 -0.803 3.265  -0.0833
63 C -1.663 -1.622 -2.396  0.8429
64 H 0.728 2.637 -1.728  0.3799
65 H -4.423 1.374 -3.186  0.4748
66 H 3.694 3.787 -4.579  0.4010
67 H 1.866 -4.492 -3.340  0.4885
68 H -2.242 1.123 -2.072  0.1360
69 H 3.962 1.447 2.774  0.3824
70 H 4.653 -4.641 0.543  0.5261
71 H -1.426 4.239 1.323  0.6432
72 H -1.220 -1.918 4.473  0.1620
73 H -7.268 -2.438 -1.546  0.4154
74 H 5.843 2.229 4.177  0.4372
75 H -5.670 -4.290 -1.127  0.4478
76 H -6.015 3.203 0.340  0.4244
77 H 6.949 -0.773 0.437  0.2090
78 H -1.042 -0.735 -2.575  0.0806
79 H 0.005 -3.186 4.316  0.3841
80 H -0.939 2.101 5.633  0.4496
81 H -1.590 -4.802 -5.840  0.4733
82 H -0.032 -3.503 0.516  0.6480
83 H 3.400 5.442 1.326  0.3391
84 H -2.583 0.288 5.983  0.4157
85 H 4.685 3.682 -0.422  0.3190
86 H 0.716 -5.483 -5.308  0.3917
87 H 0.733 -5.878 0.723  0.4696
88 H -2.670 -1.392 -2.729  -0.2484
89 H 0.595 -0.302 5.234  0.2678
90 H 6.487 4.612 4.159  0.3922
91 H 1.798 -1.567 4.979  0.4307
92 H -6.892 -0.924 -3.488  0.4756
93 H -6.314 2.411 -1.979  0.4347
94 H -0.812 4.122 -0.320  0.6060
95 H -3.182 -2.864 -5.626  0.3029
96 H -3.845 2.942 1.469  0.3947
97 H 1.091 5.029 0.733  0.6273
98 H 1.389 3.067 -4.049  0.4626
99 H 0.747 4.269 2.277  0.6555
100 H -3.604 -0.839 4.032  0.4544
101 H 0.728 -2.761 -2.019  0.1780
102 H 5.257 6.213 2.738  0.4155
103 H 5.334 4.086 -2.757  0.4220
104 H -0.338 2.797 3.362  0.0863
105 H -3.004 -0.153 1.752  0.4453
106 H -0.358 -2.502 5.903  0.3480
107 H 5.109 1.018 0.206  0.5374

=====

A structure of composition C49H44N7O2PdS4. Source: the Open Molecules 2025 dataset; level of theory: the ωB97M-V functional and the def2-TZVPD basis.

## Properties
Kohn-Sham gap (spin up / spin down), hartree: 0.1826 / 0.1904
Spin multiplicity: 6
Net charge: +2
E_HOMO (spin up / spin down), eV: -9.5 / -12.2
Molecular weight, Da: 997.63
E_tot, Ha: -4147.0941
LUMO (spin up / spin down), Ha: -0.16466 / -0.25964
Energy relative to the best compared isomer or geometry (same formula, charge and spin), kcal per mole: 0.00

Last column: Mulliken charge in e.
Geometry (Å):
1 Pd 1.100 -0.154 2.124  0.2758
2 S 0.228 1.936 -0.446  1.7636
3 S 0.522 -1.748 4.012  -0.2406
4 S -0.995 -0.098 -2.002  1.3675
5 S -0.682 -2.051 -0.006  1.5449
6 O -0.486 0.954 3.357  -0.3515
7 O 2.542 1.153 3.223  -0.4447
8 N -1.113 0.335 4.283  0.4457
9 N -0.482 -1.260 1.207  -0.5606
10 N -0.428 -1.414 -1.507  -0.1363
11 N -1.005 1.230 -1.213  -0.0313
12 N 4.369 -0.198 3.615  0.0478
13 N 2.718 -0.552 0.718  -0.5884
14 N 1.227 1.235 0.425  -0.2253
15 C -2.234 0.975 4.805  -0.5345
16 C 3.401 3.376 -2.399  -0.7678
17 C -2.929 0.387 5.781  -0.5958
18 C 0.598 3.487 -2.675  -0.3642
19 C -0.738 3.026 0.516  0.0591
20 C 2.254 0.304 -0.329  2.0647
21 C -2.123 4.701 2.099  -0.7283
22 C -2.692 3.511 1.685  -1.2481
23 C -5.323 -0.630 -3.037  -0.5885
24 C -2.594 -0.872 6.275  -0.3312
25 C 3.948 -0.303 1.212  0.3244
26 C 3.250 1.185 -1.163  1.0186
27 C 0.497 -4.280 0.858  -0.9684
28 C -0.115 0.108 -3.540  0.6400
29 C -1.533 -1.522 5.763  -0.6735
30 C 2.850 4.052 -3.415  -0.7815
31 C -3.051 -1.369 -3.101  -0.4334
32 C 0.380 -3.446 -0.264  0.5424
33 C -2.676 -0.205 -2.436  0.3577
34 C 1.443 4.150 -3.525  -1.0258
35 C -3.636 0.747 -2.051  -0.5587
36 C -2.325 -2.767 -0.092  0.2951
37 C 1.148 -0.469 -3.725  -0.3868
38 C 1.997 -5.670 -0.370  -0.5946
39 C -2.662 -3.897 -0.830  -0.3511
40 C 1.275 0.563 -5.859  -0.5907
41 C -4.966 0.500 -2.352  -0.9068
42 C 4.290 -1.068 2.470  -1.3869
43 C 1.026 -3.755 -1.455  0.0329
44 C -0.816 5.014 1.740  -0.8187
45 C 1.866 -0.248 -4.878  -1.0293
46 C -0.703 0.934 -4.513  -0.7354
47 C -4.947 -3.704 -0.088  -0.6225
48 C 4.587 1.296 -0.530  -1.0516
49 C 1.310 -5.381 0.818  -0.7951
50 C 1.168 2.759 -1.643  -0.2730
51 C 3.580 0.866 3.865  0.6187
52 C -1.987 2.611 0.932  -0.0464
53 C -0.757 -0.947 4.703  0.8037
54 C 0.037 1.180 -5.674  -0.9271
55 C -4.617 -2.572 0.662  -0.7243
56 C -3.303 -2.127 0.676  -0.4563
57 C -0.107 4.182 0.915  -0.6720
58 C 4.866 0.603 0.637  -0.9667
59 C 3.993 1.722 5.045  -1.5408
60 C -4.396 -1.582 -3.403  -0.8094
61 C -3.972 -4.359 -0.818  -0.8717
62 C 1.906 -4.847 -1.483  -0.9468
63 C 2.658 2.614 -1.374  0.3683
64 H 5.868 0.667 1.027  0.5004
65 H 2.879 3.100 -0.418  0.4231
66 H 3.477 4.598 -4.095  0.5215
67 H 1.796 0.756 -6.798  0.4085
68 H -5.377 -2.074 1.249  0.5037
69 H 3.303 0.680 -2.156  -0.0167
70 H 5.220 -0.216 4.165  0.2990
71 H -0.353 5.946 2.058  0.4761
72 H 5.223 -1.640 2.339  0.6164
73 H -2.730 5.367 2.703  0.4695
74 H -3.830 0.880 6.107  0.4212
75 H 2.839 -0.706 -4.995  0.5379
76 H -2.299 -2.086 -3.311  0.5597
77 H -3.041 -1.271 1.303  0.2709
78 H 4.026 1.143 5.948  0.3754
79 H -2.395 1.938 4.377  0.5060
80 H 0.872 -3.159 -2.364  0.3504
81 H -0.362 1.781 -6.492  0.4798
82 H 1.041 4.698 -4.363  0.4689
83 H -4.714 -2.469 -3.969  0.4426
84 H 2.664 -6.530 -0.410  0.4036
85 H 3.495 -1.798 2.609  0.0675
86 H -2.398 1.655 0.658  0.6984
87 H -0.034 -4.071 1.756  0.5995
88 H 1.628 -0.305 -0.997  -0.0518
89 H 4.469 3.317 -2.318  0.4510
90 H 5.333 1.980 -0.889  0.3458
91 H -3.748 3.337 1.929  0.5018
92 H -1.687 1.379 -4.391  0.5232
93 H 2.466 -5.107 -2.358  0.5193
94 H -3.144 -1.318 7.068  0.4625
95 H -4.226 -5.224 -1.410  0.4549
96 H 1.380 -5.999 1.697  0.5035
97 H -3.330 1.630 -1.532  0.5266
98 H 4.986 2.119 4.817  0.4125
99 H -1.251 -2.507 6.130  0.4562
100 H 0.911 4.361 0.547  0.4130
101 H -5.955 -4.103 -0.084  0.4376
102 H -5.716 1.216 -2.033  0.4980
103 H -1.899 -4.419 -1.430  0.4609
104 H 3.313 2.571 5.114  0.3445
105 H 1.503 -1.101 -2.945  0.5506
106 H -6.366 -0.759 -3.304  0.4400
107 H -0.480 3.543 -2.764  0.4784

=====

Q: The highest E_tot belongs to which entry?
A: C49H44N7O2PdS4